# 1
{"formula": "C9H16B3Cl3F3I2N2O7", "method": "ωB97M-V with the def2-TZVPD basis set", "species": ["I", "I", "Cl", "Cl", "Cl", "F", "F", "F", "O", "O", "O", "O", "O", "O", "O", "N", "N", "C", "C", "C", "C", "C", "C", "C", "C", "C", "B", "B", "B", "H", "H", "H", "H", "H", "H", "H", "H", "H", "H", "H", "H", "H", "H", "H", "H"], "positions_angstrom": [[6.20, 3.40, 1.45], [6.26, -0.46, -1.93], [-6.88, -6.99, -0.96], [-9.42, -6.52, 0.37], [-8.73, -5.01, -2.01], [-6.27, -1.49, -0.54], [-5.02, -3.12, 0.14], [-6.97, -2.80, 1.02], [0.30, -0.76, 0.94], [4.54, 4.10, -1.28], [1.17, 0.13, -0.80], [3.88, 1.83, -1.71], [-4.55, -0.07, 1.07], [2.19, 3.50, -1.27], [-4.62, -1.82, 2.58], [1.03, -0.98, 0.06], [2.92, 5.31, 0.29], [1.88, 1.17, -0.08], [-3.14, -0.96, -0.76], [-8.10, -5.78, -0.55], [6.18, 2.28, -0.44], [6.32, 0.77, -0.11], [-5.86, -2.16, 0.57], [7.74, 0.52, 0.50], [-3.23, -0.30, 0.62], [-5.29, -1.19, 1.65], [3.25, 4.33, -0.76], [4.83, 2.71, -1.17], [2.65, 2.17, -1.06], [-3.29, -2.03, -0.70], [-6.21, -0.67, 1.98], [7.09, 2.59, -0.98], [-2.63, -0.84, 1.36], [-7.64, -5.02, 0.06], [7.92, -0.56, 0.43], [8.45, 1.01, -0.18], [-2.79, 0.70, 0.53], [-3.89, -0.55, -1.44], [2.11, 5.84, -0.01], [2.58, 4.78, 1.08], [1.23, 1.77, 0.57], [7.82, 0.88, 1.53], [5.54, 0.41, 0.57], [2.62, 0.67, 0.58], [-2.14, -0.80, -1.18]], "lowdin_charge": [0.97, 0.89, 0.51, 0.50, 0.51, 0.09, 0.10, 0.09, 0.10, 0.22, -0.12, 0.22, -0.12, 0.26, -0.18, -0.02, 0.17, -0.07, -0.09, -1.54, -0.58, -0.79, -0.55, -0.22, -0.30, -0.54, -0.63, -0.68, -0.42, 0.06, 0.13, 0.09, 0.10, 0.00, 0.04, 0.07, 0.10, 0.07, 0.08, 0.08, 0.12, 0.03, 0.08, 0.12, 0.05], "orbital_gap_ha": 0.168, "total_charge": -1, "homo_energy_ev": -3.657}

# 2
{"formula": "CHO3PS2", "method": "ωB97M-V with the def2-TZVPD basis set", "species": ["S", "S", "P", "O", "O", "O", "C", "H"], "positions_angstrom": [[3.53, -0.97, -0.46], [1.04, -0.89, 0.22], [-1.88, 0.62, -0.08], [-2.29, 2.06, -0.20], [-1.90, -0.09, -1.44], [-2.44, -0.20, 1.05], [0.17, 0.35, 0.14], [3.77, -0.88, 0.78]], "lowdin_charge": [-0.11, 0.53, -0.02, -0.46, -0.46, -0.45, -0.57, -0.45], "relative_energy_kcal_mol": 60.1, "orbital_gap_ha": 0.235, "total_charge": -2, "homo_energy_ev": -0.741}

# 3
{"formula": "C4H7N", "method": "ωB97M-V with the def2-TZVPD basis set", "species": ["N", "C", "C", "C", "C", "H", "H", "H", "H", "H", "H", "H"], "positions_angstrom": [[1.85, 1.20, 2.46], [2.10, 0.84, 1.39], [-1.64, -1.13, -0.24], [0.03, 0.33, -1.19], [-0.46, -0.92, -0.75], [-2.29, -0.26, -0.08], [0.21, 0.33, -2.32], [-0.59, 1.25, -0.97], [0.20, -1.82, -1.15], [1.69, 1.59, 3.41], [0.89, 0.68, -0.65], [-1.97, -2.10, 0.09]], "lowdin_charge": [0.05, -0.05, -0.03, -0.19, -0.32, 0.06, 0.11, 0.09, 0.14, 0.10, -0.02, 0.04], "relative_energy_kcal_mol": 59.7, "orbital_gap_ha": 0.385, "total_charge": 0, "homo_energy_ev": -9.358}

# 4
{"formula": "C10H28N3OPPdS4SbSe2", "method": "ωB97M-V with the def2-TZVPD basis set", "species": ["Sb", "Pd", "Se", "Se", "S", "S", "S", "S", "P", "O", "N", "N", "N", "C", "C", "C", "C", "C", "C", "C", "C", "C", "C", "H", "H", "H", "H", "H", "H", "H", "H", "H", "H", "H", "H", "H", "H", "H", "H", "H", "H", "H", "H", "H", "H", "H", "H", "H", "H", "H", "H"], "positions_angstrom": [[-2.49, -4.24, -1.32], [-2.61, -1.26, 0.16], [-4.05, 0.37, -0.85], [-1.44, 2.43, 0.83], [-2.46, -3.35, 1.20], [-0.61, -5.56, -1.44], [-1.75, -2.07, -2.00], [-4.19, -2.32, 1.57], [1.35, -0.45, 0.32], [-0.07, -0.17, 0.69], [2.34, 0.07, 1.55], [1.94, 0.34, -1.01], [1.63, -2.03, 0.01], [3.68, -0.46, 1.67], [0.97, -3.04, 0.84], [1.80, 0.66, 2.76], [-2.96, 1.80, -1.63], [-2.36, 4.13, 0.70], [1.43, -0.02, -2.33], [-4.89, 1.37, 0.60], [2.64, -2.58, -0.87], [2.99, 1.33, -1.02], [-1.56, 1.98, -1.06], [-1.05, 2.78, -1.61], [2.68, 2.19, -1.61], [1.92, -0.02, 3.61], [-5.23, 2.33, 0.21], [2.21, -0.47, -2.95], [0.22, -2.58, 1.47], [-2.25, 4.64, 1.66], [-4.18, 1.50, 1.41], [-0.99, 1.06, -1.14], [1.07, 0.88, -2.84], [2.30, 1.60, 3.00], [1.71, -3.56, 1.47], [-3.42, 4.00, 0.50], [4.01, -0.88, 0.72], [-3.56, 2.71, -1.59], [-5.74, 0.77, 0.92], [3.12, -1.79, -1.44], [0.74, 0.86, 2.62], [2.18, -3.28, -1.56], [3.41, -3.11, -0.30], [-1.92, 4.75, -0.08], [0.49, -3.78, 0.19], [3.20, 1.66, 0.00], [0.61, -0.72, -2.25], [3.91, 0.93, -1.46], [3.73, -1.26, 2.42], [-2.87, 1.52, -2.68], [4.38, 0.32, 1.96]], "lowdin_charge": [0.20, -0.09, 0.87, 0.94, -0.17, -0.39, -0.23, -0.09, 0.51, -0.40, -0.32, -0.30, -0.29, -0.12, -0.13, -0.11, -0.51, -0.43, -0.13, -0.40, -0.11, -0.12, -0.56, 0.06, 0.08, 0.08, 0.02, 0.08, 0.03, 0.01, -0.01, 0.01, 0.08, 0.08, 0.08, 0.00, 0.06, 0.05, 0.02, 0.06, 0.05, 0.09, 0.08, 0.02, -0.02, 0.07, 0.01, 0.08, 0.09, 0.06, 0.08], "relative_energy_kcal_mol": 4.2, "orbital_gap_ha": 0.217, "total_charge": -1, "homo_energy_ev": -3.757}